Entry 1:
The following is a DFT calculation (the ωB97M-V functional and the def2-TZVPD basis) of a cluster of 4 separate species, C32H38BN3O14 in total.

Geometry as XYZ:
```
88
Properties=species:S:1:pos:R:3:forces:R:3:mulliken_charge:R:1
C -5.211 -0.449 4.178 0.159 -0.254 -0.191 0.35
C -6.073 -6.189 7.624 0.078 -0.094 0.191 -0.98
O -5.327 -6.603 9.821 0.039 0.069 0.269 -0.62
C -6.601 -3.513 8.619 -0.075 0.115 -0.198 -1.05
C -4.122 -0.564 3.405 0.170 0.058 -0.111 -1.07
H -6.708 -1.125 5.041 -0.081 -0.105 0.119 0.36
O -6.631 0.892 5.456 -0.146 -0.226 0.058 -0.63
H 4.860 4.664 -2.633 0.355 0.315 -0.145 0.60
H 4.186 2.836 -0.846 -0.084 -0.267 0.379 0.62
H 0.614 -1.851 -1.810 0.067 -0.482 0.009 0.20
H 1.554 2.868 -2.775 0.369 0.307 -0.310 0.23
H 7.092 -0.679 -7.297 -0.009 0.022 0.022 0.45
H 3.630 3.941 -3.584 -0.302 -0.098 -0.381 0.46
C -6.860 -3.866 7.234 0.062 0.242 0.514 1.02
C -3.302 0.606 3.135 -0.200 -0.450 0.040 1.07
H 0.785 0.807 -4.108 0.470 -0.227 -0.111 0.39
C 6.653 -1.572 -6.877 0.124 -0.085 -0.153 -0.85
H 2.091 4.442 -1.439 -0.316 -0.273 0.005 -0.04
H -3.054 0.323 -3.075 -0.305 -0.256 -0.130 0.42
H -5.861 -7.202 7.313 0.002 0.002 -0.028 0.42
O 7.688 -2.954 -8.481 0.046 -0.244 -0.128 -0.60
C -0.959 0.484 -2.828 0.998 0.093 -0.427 -0.44
O -6.000 -1.473 4.467 -0.048 0.149 0.005 -0.53
H 3.886 5.104 1.544 0.141 0.139 0.355 0.31
O -7.300 -3.088 6.409 -0.127 -0.033 -0.251 -0.62
O 6.631 -5.204 -7.600 0.089 0.056 -0.101 -0.56
C -6.574 -5.271 6.788 0.099 -0.344 -0.027 0.44
H 2.638 5.739 -2.456 -0.254 0.239 -0.279 0.43
C 0.361 2.530 -1.219 -2.267 1.396 2.574 -0.39
H -2.378 1.714 -3.873 0.009 0.440 -0.361 0.46
O -2.309 0.590 2.436 0.168 0.133 -0.063 -0.59
H -7.189 -4.693 5.142 -0.015 0.084 -0.073 0.36
H 3.258 -1.568 -3.219 -0.117 -0.696 -0.532 0.38
C -5.621 0.866 4.780 0.222 0.511 -0.009 1.10
C 6.958 -2.841 -7.517 -0.027 0.535 0.136 1.05
H 3.403 1.751 -3.547 -0.070 -0.078 -0.489 0.31
N 1.246 -1.270 -1.275 0.403 0.450 -0.513 -0.51
C 3.176 4.959 0.745 0.253 0.094 -0.399 -0.94
C 0.209 1.342 -3.370 -1.030 0.452 0.224 -1.80
O -6.850 -5.526 5.517 -0.047 0.127 -0.021 -0.57
C -3.699 1.915 3.755 -0.155 0.293 0.176 0.32
O -2.701 1.925 -1.893 -0.147 0.474 -0.452 -0.39
H -0.263 2.150 -3.912 -0.029 0.383 -0.321 0.84
O 5.525 -0.409 -5.193 -0.046 -0.125 0.103 -0.49
H -0.939 -0.441 -3.387 -0.216 -0.419 -0.217 0.44
C 3.945 4.095 -2.561 0.127 -0.333 0.558 -1.13
H -2.196 2.588 2.901 0.080 0.020 -0.080 0.33
C 5.247 -2.795 -5.234 0.063 -0.430 -0.176 0.98
H -0.741 0.211 -1.806 -0.256 -0.085 0.454 0.48
C 4.314 2.747 -1.914 0.170 0.408 -0.467 -1.07
H 2.209 5.329 1.037 -0.398 0.198 0.327 0.35
C -2.326 1.126 -2.974 -0.035 -0.779 0.534 -1.17
H -3.489 0.236 -0.960 -0.004 -0.342 -0.213 0.37
H 3.161 6.636 -0.512 0.303 0.725 -0.016 0.36
H 5.373 2.611 -2.071 0.451 -0.136 -0.002 0.30
H -3.819 -1.503 2.966 -0.020 -0.016 0.005 0.45
H -3.779 1.787 -0.217 -0.302 0.224 0.222 0.29
C -5.794 -5.832 9.005 -0.060 -0.264 -0.486 0.99
C -6.102 -4.432 9.456 -0.104 0.342 0.003 0.39
H 3.039 3.901 0.604 0.118 -0.548 0.011 0.17
C 6.331 -4.088 -6.959 -0.182 -0.231 0.198 0.33
H 4.919 -0.647 -4.469 -0.120 0.075 0.036 0.30
C -4.790 2.030 4.525 -0.190 -0.072 0.110 -1.02
H 5.077 -4.948 -5.475 0.014 -0.019 -0.013 0.43
H -2.203 1.094 -0.069 0.425 -0.274 0.137 0.25
C 5.529 -4.057 -5.886 -0.133 0.077 0.197 -1.07
H 4.674 5.720 -0.632 0.413 0.132 -0.163 0.37
H 1.865 -1.882 -0.754 -0.220 -0.037 0.436 0.23
C 3.601 5.656 -0.555 -1.039 -0.820 0.320 -0.74
C 3.628 1.528 -2.513 -0.459 0.345 0.140 -1.46
C 2.973 4.964 -1.779 0.498 0.513 -0.155 -0.24
H 7.226 -4.947 -8.329 0.071 -0.005 -0.083 0.36
H 4.285 0.674 -2.545 0.475 -0.262 0.213 0.61
N -0.284 3.011 -0.368 1.658 -1.135 -1.921 -0.67
O -5.843 -4.181 10.730 0.049 -0.123 0.030 -0.57
H -5.086 2.967 4.975 0.014 0.021 -0.015 0.43
O -2.901 2.935 3.482 0.082 -0.116 -0.087 -0.57
H -6.825 -2.503 8.932 0.015 0.001 0.024 0.44
C 2.438 1.097 -0.426 0.737 0.802 2.913 -1.00
H -5.490 -5.011 11.101 0.049 -0.080 0.062 0.36
C -3.040 1.200 -0.742 -0.141 0.427 0.367 -0.76
C 5.847 -1.540 -5.808 0.114 0.215 -0.190 0.16
O 2.488 -1.016 -3.409 0.314 0.815 0.217 -1.04
C 1.113 1.994 -2.324 0.466 -0.574 -0.314 0.95
O 4.543 -2.699 -4.244 0.025 0.211 0.206 -0.58
N 2.629 1.240 0.719 -0.399 -0.578 -2.280 -0.74
C 2.305 1.077 -1.867 0.010 -0.477 -0.127 2.73
B 2.037 -0.468 -2.228 -0.891 -0.237 0.310 1.06
```
Forces are in eV/Å.

Summary:
* energy relative to the best compared isomer or geometry (same formula, charge and spin): 0.000 eV
* HOMO level: -9.408 eV
* calculated total energy: -2484.6470 Eh
* SMILES: CCCCCC[C@](C#N)(B(N)O)[C@H](C#N)CCCOC.O=C1C=C(O)C(=O)C=C1O.O=C1C=C(O)C(=O)C=C1O.O=C1C=C(O)C(=O)C=C1O


Entry 2:
The following is a DFT calculation (the ωB97M-V functional and the def2-TZVPD basis) of a structure of composition C32H38BN6O9PReTe.

Geometry as XYZ:
```
89
Properties=species:S:1:pos:R:3:forces:R:3:mulliken_charge:R:1
O -3.736 -0.713 -0.693 0.056 0.016 0.011 -0.58
H 1.189 6.803 -0.792 0.001 0.001 -0.003 0.40
O 0.519 -4.607 0.408 -0.052 0.038 0.006 -0.59
H -0.361 1.448 5.039 0.001 0.003 -0.003 0.25
C 3.298 3.791 1.131 -0.005 -0.019 -0.002 -0.44
H 2.701 7.080 1.250 0.002 0.002 0.000 0.37
H 0.658 -7.093 -2.598 0.006 0.012 0.000 0.49
H 2.769 -0.891 -1.689 0.022 -0.007 -0.012 0.54
C -1.980 -5.154 -1.290 -0.002 0.006 -0.002 -0.54
H 3.972 4.621 -2.068 0.003 -0.001 0.002 0.37
P -2.139 0.105 3.233 0.203 -0.065 -0.097 0.26
H -2.165 0.473 6.475 0.001 -0.007 -0.003 0.27
H 4.711 6.201 -1.789 -0.001 0.000 -0.003 0.45
C -3.160 -5.199 -2.015 -0.023 0.019 -0.006 -0.83
H 3.943 7.657 0.133 0.001 0.000 0.001 0.45
H -1.820 -1.799 -3.586 -0.010 0.017 0.012 0.27
H -3.423 -6.082 -2.577 -0.001 0.003 -0.003 0.50
C 2.520 -6.241 -1.927 0.004 0.006 -0.004 -0.49
H 2.858 -7.146 -1.439 0.002 0.000 -0.002 0.46
H 3.718 -3.111 -2.619 -0.002 0.018 0.010 0.48
N -2.479 -2.929 -0.546 -0.001 0.047 -0.033 0.45
C 4.277 5.330 -1.297 -0.001 -0.001 -0.001 -1.57
C 0.735 3.017 0.733 -0.030 0.002 -0.020 0.62
H -4.923 3.889 4.063 0.003 0.004 -0.010 0.42
C -3.973 2.042 3.630 0.035 0.002 -0.051 -0.17
C -4.268 -1.661 -1.301 -0.007 0.064 -0.013 0.43
C 1.545 2.305 1.589 0.015 -0.039 0.037 0.82
O -1.465 0.458 1.769 0.015 -0.042 0.042 -1.46
C 3.535 6.770 0.619 0.000 0.000 0.001 -1.58
H -4.880 -4.048 -2.634 -0.005 0.010 0.002 0.62
H 0.496 4.665 -0.604 0.004 0.001 0.005 0.66
H 1.165 -0.652 0.510 -0.001 -0.016 -0.010 0.86
B -0.405 1.369 1.546 -0.062 0.014 -0.050 1.34
H -5.733 -0.626 -1.880 0.003 0.022 0.008 0.39
H 1.710 5.780 -2.147 0.000 0.002 0.002 0.40
C 2.056 6.444 -1.351 -0.003 0.002 0.000 -2.03
H 3.491 2.117 2.492 0.001 -0.001 0.000 0.53
H -2.435 -0.393 -2.666 -0.024 0.023 0.032 0.34
C 1.265 -1.551 -3.968 -0.056 -0.013 -0.006 -1.26
O -5.393 -1.531 -1.961 0.013 -0.041 0.005 -0.47
C 0.896 -0.726 -0.530 -0.076 0.026 -0.017 -0.50
C -1.640 -4.016 -0.574 -0.102 -0.084 -0.052 0.73
C 1.167 4.131 0.053 -0.006 0.014 -0.025 -1.18
C 0.925 -5.020 -3.181 -0.095 -0.005 0.022 0.48
O -2.617 1.470 3.796 -0.087 0.000 0.111 -0.09
Te -3.645 -1.597 2.599 -0.125 -0.022 0.249 -0.29
C 1.775 -3.920 -3.195 0.049 0.035 0.012 1.22
H -1.196 -1.001 6.694 0.001 0.002 0.005 0.33
C -3.923 3.460 4.122 0.003 0.016 0.009 -1.27
C 1.294 -6.217 -2.552 -0.004 -0.027 0.025 -0.95
H -1.370 -0.157 -4.038 0.000 -0.027 -0.018 0.61
O -0.533 2.427 0.702 0.002 -0.040 -0.037 -0.39
H -0.651 0.533 7.376 -0.001 0.006 0.000 0.41
H 4.320 4.107 1.290 0.000 -0.003 0.002 0.43
C -3.612 -2.952 -1.322 0.015 -0.079 -0.011 0.40
C 3.034 -3.947 -2.583 -0.005 -0.026 0.000 -0.81
C -0.487 -3.776 0.270 0.131 0.059 0.075 0.49
N 0.865 -0.940 -2.704 0.148 0.006 -0.041 0.42
C 2.851 2.668 1.816 0.028 0.027 -0.004 -2.03
C 3.377 -5.117 -1.947 -0.021 0.009 -0.011 -0.61
N -0.432 -0.733 -0.953 -0.099 -0.004 0.180 0.26
N -0.138 -3.482 -4.252 -0.028 0.024 0.084 -0.63
O -0.953 -0.334 4.118 -0.063 0.006 0.059 -0.13
C -1.584 -0.810 -3.192 0.009 -0.017 0.002 -1.91
C -0.415 -0.843 -2.275 0.007 -0.029 0.019 1.01
H 0.653 -1.172 -4.782 0.002 -0.004 -0.005 0.28
H 4.313 6.359 1.263 -0.004 0.000 0.000 0.34
O -0.449 -2.705 0.914 -0.033 -0.024 0.031 -0.63
H -3.596 3.501 5.160 -0.006 0.002 0.000 0.32
N 1.077 -2.979 -3.905 0.006 0.019 -0.036 0.68
H 2.309 -1.312 -4.159 -0.005 -0.009 0.019 0.40
H 0.644 0.013 5.314 0.003 0.002 -0.010 0.40
H 5.059 4.866 -0.696 0.000 0.002 0.000 0.33
C 1.698 -0.856 -1.602 0.014 -0.007 -0.050 -1.33
H 2.520 7.308 -1.825 0.000 0.002 -0.001 0.42
C -0.374 0.386 5.275 0.049 0.021 -0.016 -0.14
H -1.318 -6.010 -1.293 0.001 0.003 0.023 0.65
C 3.076 5.759 -0.442 0.004 -0.008 0.007 1.83
H -3.253 4.064 3.510 0.002 0.002 0.008 0.30
O 0.821 1.233 2.130 -0.024 0.042 0.055 -0.45
C -1.152 0.073 6.524 -0.013 -0.015 0.008 -1.20
Re -1.982 -1.340 0.452 0.074 0.086 -0.395 1.56
C -3.975 -4.071 -2.043 0.020 -0.018 0.004 -0.67
H 4.341 -5.191 -1.462 0.001 -0.001 0.001 0.44
C 2.490 4.531 0.256 -0.003 0.010 0.003 0.63
H 0.521 -5.318 -0.254 0.020 -0.032 -0.032 0.19
H -4.648 1.421 4.216 -0.001 -0.011 -0.004 0.37
H -4.235 1.973 2.576 -0.002 -0.001 -0.007 0.29
N -0.241 -4.683 -3.844 0.110 -0.010 -0.086 -0.42
```
Forces are in eV/Å.

Summary:
* total charge: +2
* energy relative to the best compared isomer or geometry (same formula, charge and spin): 0.000 eV
* HOMO level (spin up / spin down): -12.910 / -12.275 eV
* calculated total energy: -2960.1712 Eh
* spin multiplicity: 2
* ⟨S²⟩: 0.98